# C33H51Br2F5N3O7S

A cluster of 2 separate species, C33H51Br2F5N3O7S in total at a distorted geometry (ωB97M-V with the def2-TZVPD basis set, the Open Molecules 2025 dataset).

```
102
Properties=species:S:1:pos:R:3:lowdin_charge:R:1
C -2.88 5.29 2.07 -0.056
C -1.33 5.29 2.31 -0.230
O -0.91 3.99 2.74 -0.161
C -0.08 3.35 1.77 -0.157
C 0.03 1.89 2.22 -0.002
N 0.04 0.76 1.25 -0.076
F -0.24 -0.32 2.10 0.071
C -0.98 0.78 0.14 -0.098
C -1.90 -0.45 0.05 -0.115
C -1.30 -1.88 -0.14 -0.176
C -2.33 -2.79 -0.85 -0.785
F -2.67 -2.33 -2.09 -0.043
Br -1.49 -4.55 -1.14 0.871
C -3.63 -2.98 0.01 -0.891
F -4.13 -4.22 -0.14 -0.001
F -3.39 -2.83 1.33 0.054
Br -5.08 -1.77 -0.49 0.870
C -0.41 1.35 -1.25 -0.327
C -1.42 2.41 -1.81 -0.073
C -2.93 2.08 -1.77 -0.174
C -3.52 1.17 -2.88 -0.186
C -3.41 1.65 -4.36 -0.138
C -3.06 3.14 -4.64 -0.208
O -1.95 3.18 -5.55 -0.210
C -2.37 3.14 -6.90 -0.115
C -0.24 0.23 -2.28 -0.032
C 0.15 0.72 -3.76 -0.219
C 1.05 1.99 -3.86 0.007
O 1.50 0.56 -4.12 -0.093
O 0.76 2.11 -0.93 -0.046
C 1.88 1.47 -0.36 -0.354
N 2.68 0.70 -1.33 0.209
C 3.77 1.20 -1.63 -0.234
O 4.70 1.78 -2.03 0.253
C 2.70 2.63 0.23 -0.131
C 3.70 2.59 1.21 -0.006
C 4.30 3.77 1.64 -0.121
N 4.10 5.01 1.23 0.112
C 3.17 5.01 0.26 -0.130
C 2.46 3.94 -0.26 -0.015
C 1.34 0.37 0.63 -0.123
S 2.53 -0.46 1.72 0.676
O 3.75 -0.63 1.03 -0.190
O 2.66 0.11 3.01 -0.207
F 1.94 -1.92 1.89 -0.120
H -3.27 4.26 2.06 0.073
H -3.36 5.81 2.91 0.075
H -3.14 5.79 1.12 0.072
H -0.78 5.66 1.44 0.118
H -1.16 5.96 3.17 0.123
H 0.91 3.83 1.88 0.129
H -0.53 3.55 0.78 0.112
H 0.90 1.82 2.91 0.147
H -0.83 1.71 2.89 0.167
H -1.67 1.59 0.46 0.150
H -2.68 -0.33 -0.72 0.065
H -2.47 -0.48 0.99 0.130
H -0.37 -1.95 -0.71 0.098
H -1.09 -2.32 0.85 0.115
H -1.15 2.76 -2.82 0.110
H -1.28 3.30 -1.17 0.124
H -3.46 3.04 -1.86 0.122
H -3.30 1.68 -0.81 0.104
H -3.17 0.12 -2.84 0.082
H -4.59 1.08 -2.64 0.110
H -4.39 1.45 -4.83 0.117
H -2.72 0.97 -4.89 0.101
H -3.94 3.62 -5.09 0.121
H -2.76 3.75 -3.78 0.108
H -1.59 3.58 -7.54 0.093
H -2.54 2.11 -7.27 0.093
H -3.30 3.70 -7.10 0.091
H 0.57 -0.50 -2.11 0.122
H -1.13 -0.37 -2.52 0.106
H -0.61 0.60 -4.55 0.135
H 1.76 2.25 -3.08 0.085
H 1.18 2.38 -4.87 0.117
H 4.01 1.64 1.63 0.093
H 5.06 3.67 2.43 0.127
H 2.96 6.00 -0.17 0.122
H 1.74 4.15 -1.06 0.128
H 1.07 -0.48 -0.03 0.136
C 1.55 -5.04 1.87 -0.126
C 1.09 -6.34 2.51 -0.262
C 1.12 -6.30 4.04 -0.227
C 2.50 -6.09 4.65 -0.229
C 3.55 -7.13 4.26 -0.270
C 3.19 -8.54 4.71 -0.109
H 2.58 -4.80 2.12 0.067
H 1.49 -5.11 0.78 0.061
H 0.92 -4.21 2.18 0.054
H 1.70 -7.17 2.14 0.103
H 0.07 -6.55 2.19 0.103
H 0.68 -7.23 4.42 0.103
H 0.46 -5.50 4.38 0.108
H 2.40 -6.08 5.74 0.111
H 2.88 -5.10 4.38 0.097
H 4.51 -6.85 4.71 0.105
H 3.71 -7.12 3.18 0.098
H 3.08 -8.58 5.80 0.077
H 3.98 -9.24 4.43 0.071
H 2.26 -8.89 4.26 0.065
```

Values from the calculation:
- LUMO energy: -3.38 eV
- Calculated total energy: -8023.9969 Eh
- Total charge: +1
- HOMO-LUMO gap: 0.3220 hartree